Entry 1:
{
  "formula": "C19H19N2O3STl",
  "method": "wB97M-V/def2-TZVPD",
  "charge": 0,
  "gap_ha": 0.2507,
  "lumo_energy_ev": 0.04,
  "energy_ha": -1641.2924,
  "symbols": ["Tl", "S", "O", "O", "O", "N", "N", "C", "C", "C", "C", "C", "C", "C", "C", "C", "C", "C", "C", "C", "C", "C", "C", "C", "C", "C", "H", "H", "H", "H", "H", "H", "H", "H", "H", "H", "H", "H", "H", "H", "H", "H", "H", "H", "H"],
  "coordinates": [[-2.4178, -0.3583, -1.1053], [0.8636, -0.5085, -2.1119], [1.5157, -1.7778, -2.3933], [-0.2124, -0.1593, -3.0110], [-4.5389, -1.3523, 0.3344], [0.1129, -0.4035, -0.6235], [-1.3809, -0.2399, 1.5205], [0.6891, -0.7626, 0.5055], [-5.2714, -2.2564, -0.1162], [-0.1976, 0.3042, 4.0104], [4.3646, 1.5562, -1.7837], [-6.8021, -2.0027, -0.2696], [2.0265, -0.2929, 2.9995], [1.7509, 2.0481, -2.4954], [3.4484, 0.5251, -1.6626], [2.6518, 3.1226, -2.4187], [4.9257, 4.0432, -1.8756], [2.0515, -1.1719, 0.6973], [2.6806, -0.8906, 1.9195], [-2.1136, 0.0598, 2.6115], [2.1391, 0.7666, -2.0568], [3.9824, 2.9018, -2.0342], [-4.8994, -3.6345, -0.5144], [-0.0905, -0.4581, 1.6774], [-1.5578, 0.3828, 3.8442], [0.6041, -0.1508, 2.9687], [0.3061, 0.5445, 4.9403], [3.7713, -1.1138, 1.9773], [-2.2376, 0.7236, 4.6018], [-3.8132, -3.7847, -0.4534], [2.2212, 4.1390, -2.5313], [-6.9941, -0.9609, -0.3399], [-7.2410, -2.4875, 0.5883], [2.5803, -0.0057, 3.9096], [-7.0893, -2.5915, -1.1574], [-5.2128, -3.7870, -1.6008], [3.7211, -0.4062, -1.2245], [2.5990, -1.6354, -0.0998], [-3.1922, 0.0588, 2.5143], [5.3703, 1.2511, -1.4932], [4.4257, 5.0138, -1.8760], [-5.4303, -4.3858, 0.0947], [0.7304, 2.1896, -2.8578], [5.6778, 3.9813, -2.6810], [5.4828, 3.9666, -0.9278]],
  "atomic_forces_ev_per_a": [[0.8, 0.3, 0.1], [0.0, -1.1, 1.7], [-0.1, 0.8, 0.5], [0.1, 0.7, -0.4], [-1.2, -2.5, -1.0], [-0.5, -0.5, -3.4], [-2.1, -0.3, 1.1], [2.6, 0.0, 1.4], [-0.9, 2.6, 1.2], [0.2, -0.1, 0.3], [0.1, 0.4, 0.8], [2.0, -1.5, -0.6], [0.2, -0.5, 0.1], [0.4, -0.4, 0.3], [-0.7, 0.8, -0.6], [-0.6, -0.2, 0.5], [1.0, -0.1, 0.1], [-1.7, 0.4, 0.6], [0.3, 0.2, 0.7], [0.5, 0.0, -1.0], [-1.1, 0.7, -0.9], [-0.8, -1.0, -0.2], [0.9, -0.6, -1.3], [2.1, 1.1, 2.0], [0.0, -0.1, -0.2], [0.1, -0.8, -2.6], [-0.2, 0.1, 0.1], [-1.0, 0.3, 0.1], [0.0, 0.0, 0.4], [-0.3, -0.1, 0.1], [0.7, -0.7, -0.2], [-0.4, 0.7, 0.0], [-0.5, 0.1, 0.4], [-0.3, -0.3, -0.5], [-0.3, 0.6, 0.3], [0.3, 0.1, 1.4], [0.3, -0.5, -0.2], [0.0, 0.0, -0.3], [0.0, 0.1, -0.3], [0.0, 0.7, -0.1], [0.0, -0.2, -0.2], [0.2, 0.4, -0.2], [0.3, 0.0, 0.2], [-0.2, 0.4, 0.2], [-0.2, 0.0, -0.3]],
  "mulliken_charge": [0.7606, 1.3773, -0.6994, -0.7526, -0.5440, -0.7709, -0.1658, 0.4656, 0.8380, -0.4689, -0.7573, -1.1510, -1.1252, -0.5480, -0.0082, -0.6536, -1.3501, -1.1855, -0.4157, -0.3065, -0.0628, 0.9671, -1.1287, 0.0929, -0.7096, 1.0073, 0.3962, 0.3274, 0.3828, 0.2854, 0.2395, 0.3267, 0.3465, 0.2967, 0.3721, 0.3456, 0.3701, 1.0954, 0.4508, 0.3392, 0.3455, 0.3311, 0.4158, 0.3014, 0.3268]
}

=====

Entry 2:
{
  "formula": "C4H15NO3",
  "method": "wB97M-V/def2-TZVPD",
  "charge": 0,
  "gap_ha": 0.3385,
  "lumo_energy_ev": 0.66,
  "energy_ha": -441.8397,
  "smiles": "C=C(C)NC.O.O.O",
  "symbols": ["O", "O", "O", "N", "C", "C", "C", "C", "H", "H", "H", "H", "H", "H", "H", "H", "H", "H", "H", "H", "H", "H", "H"],
  "coordinates": [[-2.5692, -0.1302, -1.7889], [-3.5980, 0.2262, 1.4125], [3.6302, -1.0174, 2.3962], [1.6067, -0.1402, -0.6920], [-0.2081, 0.7689, 0.7336], [0.4436, 1.7985, -1.3921], [0.6163, 0.8256, -0.5136], [1.1502, -1.5575, -0.5807], [1.1346, 1.9025, -2.2197], [0.4870, -1.8134, -1.4061], [0.3107, 0.5533, 1.6671], [-0.7962, 1.6762, 0.8165], [3.1456, -0.4199, 1.8094], [1.9926, -2.2383, -0.4925], [-2.3475, 0.7758, -1.5339], [-4.3820, -0.2774, 1.1728], [-1.7157, -0.4698, -2.0830], [-0.9557, -0.0252, 0.6175], [-0.2346, 2.6155, -1.1746], [-3.7675, 0.5483, 2.3027], [0.5738, -1.6070, 0.3307], [3.3500, -1.9096, 2.1701], [2.1332, -0.0849, -1.5524]],
  "atomic_forces_ev_per_a": [[0.2, 0.1, 0.0], [0.0, 0.0, 0.1], [0.0, 0.2, 0.0], [0.3, -1.8, 0.4], [-0.9, -0.8, -0.3], [0.2, 0.9, -0.3], [0.3, 0.0, 0.2], [0.0, 1.3, 0.5], [-0.3, 0.0, -0.3], [0.0, -0.3, -0.2], [0.4, 0.2, -0.2], [0.1, 0.2, 0.2], [0.1, -0.3, 0.0], [0.0, 0.0, -0.2], [-0.1, -0.1, 0.0], [0.0, 0.0, -0.1], [-0.1, 0.0, 0.0], [0.0, 0.0, 0.2], [0.1, 0.0, -0.1], [0.0, 0.0, 0.0], [-0.2, -0.4, 0.3], [-0.1, 0.1, -0.1], [-0.1, 0.7, 0.0]],
  "mulliken_charge": [-0.6471, -0.5839, -0.6652, -0.2759, -1.3200, -1.2042, 1.0199, -1.0464, 0.2489, 0.3134, 0.3322, 0.3301, 0.3324, 0.3159, 0.3214, 0.3009, 0.3049, 0.3776, 0.2895, 0.2886, 0.3957, 0.3166, 0.2545]
}

=====

Entry 3:
{
  "formula": "C29H26N3O2SV",
  "method": "wB97M-V/def2-TZVPD",
  "multiplicity": 2,
  "charge": 1,
  "gap_ha": [0.2596, 0.2738],
  "lumo_energy_ev": [-4.37, -4.01],
  "energy_ha": -2777.4359,
  "symbols": ["V", "S", "O", "O", "N", "N", "N", "C", "C", "C", "C", "C", "C", "C", "C", "C", "C", "C", "C", "C", "C", "C", "C", "C", "C", "C", "C", "C", "C", "C", "C", "C", "C", "C", "C", "C", "H", "H", "H", "H", "H", "H", "H", "H", "H", "H", "H", "H", "H", "H", "H", "H", "H", "H", "H", "H", "H", "H", "H", "H", "H", "H"],
  "coordinates": [[0.6285, -2.3343, -0.3117], [-1.3984, -0.5248, 3.1979], [2.8456, -1.4708, -3.5298], [2.0982, -2.3479, -1.5655], [-0.1458, -1.0207, -1.6117], [-0.1379, -1.0193, 1.0152], [2.1456, -2.3343, 1.0036], [-0.1684, -3.7023, 1.0682], [1.4755, 3.0936, -1.7784], [-0.1432, -5.0954, 1.0245], [-0.7692, 0.7294, -3.6977], [-0.2069, 0.3573, 1.1347], [0.7679, 3.7165, -0.5532], [-1.3756, -3.7808, 3.1584], [4.1266, -2.3343, 2.7213], [-0.4723, 3.0978, 1.5942], [-2.1948, -0.5361, -0.5626], [0.1989, 2.6788, 0.4320], [1.9981, -1.6082, -2.5888], [-1.3499, -5.1778, 3.1140], [0.7149, -0.8271, -2.6484], [-3.7742, 1.0157, -1.5221], [1.8045, 4.6039, 0.1688], [-1.0084, 2.1935, 2.5225], [-0.3756, 4.6039, -1.0903], [3.0222, -2.3343, 1.7637], [0.3227, 1.2928, 0.2178], [-2.9010, 1.2221, -2.5888], [-0.7289, -1.5905, 2.0386], [0.4359, 0.0364, -3.7025], [-3.4206, 0.1345, -0.5062], [-1.3059, -0.3502, -1.6122], [-0.7343, -5.8342, 2.0480], [-1.6687, 0.5450, -2.6412], [-0.8630, 0.8237, 2.2708], [-0.7825, -3.0380, 2.1315], [-1.8110, -5.7545, 3.9123], [-1.8614, -3.2944, 3.9996], [-0.7152, -6.9207, 2.0150], [4.7196, -3.2492, 2.6305], [2.6168, 3.9991, 0.5892], [0.8252, 0.8855, -0.6524], [-0.0021, 5.3298, -1.8222], [-0.8659, 5.1751, -0.2945], [-4.0893, -0.0377, 0.3319], [-3.1805, 1.9114, -3.3810], [1.1562, 0.1558, -4.5062], [-1.9149, -1.2261, 0.2303], [-1.1456, 3.9990, -1.5837], [-0.5930, 4.1601, 1.8032], [-0.0341, -3.4815, -1.4589], [4.7895, -1.4810, 2.5500], [2.3282, 2.4728, -1.4797], [-1.5213, 2.5494, 3.4106], [-0.9947, 1.4050, -4.5162], [1.8625, 3.8706, -2.4486], [2.2518, 5.3298, -0.5205], [-4.7245, 1.5399, -1.4849], [0.7905, 2.4728, -2.3677], [0.3390, -5.5949, 0.1895], [1.3603, 5.1752, 0.9912], [3.7514, -2.2728, 3.7471]],
  "atomic_forces_ev_per_a": [[0.2, -1.2, -1.6], [-0.2, -0.2, 0.2], [-2.8, -0.5, 3.3], [0.1, -0.8, 1.6], [1.7, -0.2, -2.2], [0.1, 0.4, 1.7], [2.5, -0.3, 2.2], [0.1, -0.1, -1.3], [-0.1, -0.3, 0.2], [-0.1, 0.2, 0.2], [1.1, -0.5, -0.3], [0.8, 1.7, -0.6], [0.2, 0.3, -0.4], [-0.1, -0.3, 0.2], [0.1, 0.0, 0.1], [-0.5, -0.4, 0.8], [-2.2, -0.1, 0.8], [0.2, -1.0, -0.4], [2.5, 1.3, -4.6], [0.0, 0.5, 0.0], [-0.8, 0.0, 0.5], [0.5, 0.6, -1.2], [0.0, 0.0, 0.2], [0.4, 0.3, -0.7], [-0.2, 0.0, 0.1], [-1.2, 0.0, -1.1], [0.0, 0.4, 0.4], [-1.1, 0.1, 0.9], [0.0, -0.5, 0.9], [-0.7, 0.6, -0.2], [1.3, -0.9, 0.2], [-1.2, 0.3, 0.0], [0.1, 0.1, 0.0], [0.1, 0.3, -0.3], [0.1, 0.4, -0.1], [0.0, -0.6, 0.1], [0.1, 0.2, -0.1], [0.0, 0.0, -0.1], [0.0, 0.2, 0.0], [-0.2, 0.1, -0.1], [-0.1, 0.1, -0.1], [0.1, 0.4, 0.1], [0.1, -0.2, 0.1], [0.1, -0.1, -0.1], [0.1, 0.0, -0.1], [0.2, -0.1, 0.0], [0.0, -0.1, 0.2], [-0.9, 0.2, -0.8], [0.1, 0.0, 0.1], [0.1, -0.2, -0.1], [0.2, 0.7, 1.4], [-0.2, -0.1, -0.1], [-0.1, 0.0, 0.0], [0.1, 0.0, -0.1], [-0.1, 0.0, 0.1], [-0.1, 0.0, 0.3], [-0.2, -0.2, 0.0], [0.1, -0.1, 0.0], [0.1, 0.1, 0.1], [-0.1, 0.0, 0.1], [0.0, -0.1, -0.1], [-0.1, 0.0, -0.2]],
  "mulliken_charge": [-0.8171, -0.3890, -0.6750, -0.5302, 0.3336, 0.7306, -0.0574, 0.2200, -1.6847, -0.0691, -0.8971, -2.1281, 1.7650, -0.9964, -1.1811, 0.0405, 0.2233, 0.0202, 0.5015, -0.7432, 0.3734, -0.6741, -1.7472, -1.3318, -1.6585, 0.5891, 0.3832, -0.7884, 1.0172, -0.8444, -0.8163, -0.0731, -0.6543, 1.2485, 1.6312, 0.9055, 0.4220, 0.4258, 0.4164, 0.3348, 0.3873, 0.2658, 0.4700, 0.3491, 0.4761, 0.4597, 0.5718, 0.3644, 0.2845, 0.4536, -0.0911, 0.3203, 0.3803, 0.4284, 0.4406, 0.4760, 0.4404, 0.4229, 0.2022, 0.4262, 0.3469, 0.2993]
}

=====

Entry 4:
{
  "formula": "C8H15BrN",
  "method": "wB97M-V/def2-TZVPD",
  "multiplicity": 3,
  "charge": 1,
  "gap_ha": [0.2430, 0.2940],
  "lumo_energy_ev": [-3.01, -6.31],
  "energy_ha": -2942.1452,
  "symbols": ["Br", "N", "C", "C", "C", "C", "C", "C", "C", "C", "H", "H", "H", "H", "H", "H", "H", "H", "H", "H", "H", "H", "H", "H", "H"],
  "coordinates": [[-3.6763, 0.5192, 0.2103], [0.0698, -1.1483, -0.2682], [-2.1831, -0.6419, -0.0281], [-0.5209, 1.3477, 0.0802], [0.9364, 1.8039, -0.3570], [-0.6322, -2.3518, -0.7660], [0.7258, -1.4750, 1.0157], [-0.9257, -0.1118, -0.0273], [-2.1807, -2.0745, -0.6213], [1.2557, 3.2047, 0.1996], [-2.8263, -2.0142, -1.5565], [0.4648, 3.8817, 0.3833], [0.6917, -0.8766, -1.0427], [-2.6714, -2.7950, 0.0380], [1.6156, -0.8215, 1.1965], [1.8799, 3.2659, 1.0338], [-0.4852, -3.2715, -0.2303], [-0.7152, 1.7034, 1.0423], [-0.3815, -2.6308, -1.8470], [1.8790, 3.6366, -0.5895], [1.2734, -2.4676, 0.8866], [-1.3234, 1.8597, -0.4528], [1.0258, 1.8952, -1.4555], [0.0588, -1.6017, 1.8631], [1.7862, 1.1375, -0.0898]],
  "atomic_forces_ev_per_a": [[1.1, -1.2, -0.4], [-0.4, -0.3, 0.0], [-6.8, -3.3, 0.6], [1.0, -1.7, -2.0], [-0.8, 0.1, 0.0], [-2.9, -1.6, -2.7], [3.9, -1.6, 0.1], [6.4, 4.5, -0.4], [-0.8, 2.2, -0.5], [1.0, -0.3, -2.2], [1.2, -0.5, 0.7], [-1.3, 0.4, -0.1], [0.4, 0.2, 0.9], [0.1, 0.1, 0.0], [-1.3, 0.1, 0.1], [0.8, -0.5, 1.7], [0.9, 0.1, 0.7], [-0.1, 0.4, 2.1], [-0.1, 1.0, 1.4], [-0.1, 0.4, 0.2], [-0.9, 1.0, 0.1], [0.3, 0.4, -0.6], [-0.5, -0.3, 0.4], [-0.4, 0.5, -0.3], [-0.8, 0.0, 0.2]],
  "mulliken_charge": [-0.0749, 0.3214, -0.1855, -1.0313, -0.3146, -0.6631, -0.8784, -0.1040, -0.3365, -1.4529, 0.2977, 0.3872, 0.4540, 0.3357, 0.2925, 0.3951, 0.3408, 0.5166, 0.3312, 0.3648, 0.4247, 0.6458, 0.3258, 0.3542, 0.2537]
}